# C19H14CdCl2IN4O5S

C19H14CdCl2IN4O5S as an isolated structure at a distorted geometry (wB97M-V/def2-TZVPD, OMol25).

Geometry as XYZ:
```
47
Properties=species:S:1:pos:R:3:nbo_charge:R:1
H -1.47 -0.51 2.05 0.37
H 3.71 -1.51 0.31 0.21
C 1.60 3.25 -1.57 -0.44
N -0.33 -1.25 3.50 -0.54
C -3.44 4.48 -0.11 -0.22
C 1.08 -1.09 3.71 0.86
H -2.73 1.12 -0.42 0.26
C 3.67 -3.19 -1.06 -0.27
O 0.30 1.40 -1.41 -0.71
C 2.84 -4.02 -1.76 -0.14
Cl 1.24 -6.10 -3.33 -0.04
S -0.76 3.95 2.85 0.43
I -2.97 -2.21 -2.87 0.11
N 1.83 -1.81 -0.49 -0.53
C 1.48 -3.81 -1.86 -0.11
N -0.93 1.67 1.71 -0.51
H -0.78 -1.79 4.15 0.36
C 1.04 -2.61 -1.22 0.10
C -1.12 -2.93 -2.28 -0.35
C 1.33 1.91 -0.95 0.73
C -0.66 -4.10 -2.95 -0.21
C 3.10 -2.09 -0.42 0.07
C -0.37 2.32 2.71 -0.12
C -2.62 4.82 0.93 -0.22
C -2.69 2.18 -0.09 -0.18
O 1.42 -1.29 4.89 -0.74
H 0.73 3.86 -1.67 0.23
H -2.64 5.88 1.24 0.22
C 0.60 -4.58 -2.71 -0.09
C -0.37 -2.16 -1.37 0.45
H -4.03 5.28 -0.60 0.21
C -3.56 3.15 -0.49 -0.21
H 3.30 -4.95 -2.22 0.22
N -0.84 -1.23 2.23 -0.71
H 2.02 3.16 -2.58 0.22
Cl 2.78 4.34 -0.70 -0.12
C -1.80 2.52 0.98 0.10
H 4.72 -3.39 -0.86 0.22
Cd 0.77 -0.15 0.71 1.71
H -4.35 2.96 -1.19 0.21
H -1.38 -4.65 -3.62 0.23
H 0.38 1.83 3.36 0.26
O -0.84 -1.24 -0.62 -0.81
C -1.82 3.79 1.48 -0.23
O 1.76 -0.67 2.73 -0.87
O 2.04 1.53 0.01 -0.81
H -1.25 -2.08 1.86 0.36
```

Summary:
LUMO level in eV: 2.307
Frontier orbital gap in eV: 7.097
Charge: -1
Relative energy (zero: lowest compared OMol25 entry of this formula, charge and spin) in kJ/mol: 7.1


# C19H14Cl2IrN4O4S2Se

C19H14Cl2IrN4O4S2Se as an isolated structure at a distorted geometry (wB97M-V/def2-TZVPD, OMol25).

Geometry as XYZ:
```
47
Properties=species:S:1:pos:R:3:nbo_charge:R:1
C -3.71 4.44 0.08 -0.23
H -1.99 0.29 2.35 0.23
C 6.26 -1.16 2.12 -0.22
C -4.76 3.55 -0.08 -0.24
C 1.93 -0.37 -2.23 0.29
C 3.65 -0.49 1.48 -0.01
C -3.17 1.77 -0.34 -0.10
C -0.72 0.45 4.10 -0.25
H 2.23 -0.98 -4.12 0.39
N 2.71 -0.59 -3.33 -0.79
O -1.67 -1.94 1.14 -1.16
H 7.29 -1.42 2.37 0.20
Cl -2.92 0.07 -0.60 0.11
H -5.79 3.89 -0.04 0.21
Ir -0.18 -0.22 -0.17 0.90
C -4.49 2.21 -0.29 -0.22
O -0.97 -4.49 0.63 -1.05
C 0.60 0.39 4.53 -0.15
O 0.14 -2.27 -0.62 -1.05
H 4.49 1.12 0.34 0.22
H 3.07 -2.22 2.60 0.27
N 1.76 -0.12 -0.01 -0.11
C 1.27 0.02 2.27 0.21
C -0.98 0.29 2.75 0.12
H -5.28 1.48 -0.42 0.22
S 0.25 -0.08 -2.49 -0.08
H 5.41 -2.80 3.21 0.21
H 3.61 -0.99 -3.12 0.39
H -1.53 0.59 4.80 0.22
H 6.82 0.54 0.93 0.21
H 0.84 0.51 5.58 0.21
H -3.89 5.49 0.24 0.22
C 5.21 -1.93 2.60 -0.21
C 4.70 0.27 0.99 -0.18
C -2.07 2.63 -0.17 -0.12
Cl -1.14 5.16 0.23 0.00
Se -0.42 -2.99 0.82 2.76
C -2.41 3.98 0.03 -0.09
N -0.01 0.11 1.87 -0.41
H 2.65 0.14 3.91 0.23
C 2.24 -0.18 1.19 0.18
S -0.40 2.15 -0.26 -0.11
O 0.79 -2.83 1.90 -1.13
C 1.61 0.18 3.61 -0.23
C 3.91 -1.60 2.28 -0.21
N 2.56 -0.36 -1.08 -0.43
C 6.00 -0.06 1.31 -0.23
```

Summary:
LUMO level in eV: 1.997
Frontier orbital gap in eV: 6.955
Charge: -1
Relative energy (zero: lowest compared OMol25 entry of this formula, charge and spin) in kJ/mol: 21.8


# C19H14Cl2N6O5PdS

C19H14Cl2N6O5PdS as an isolated structure (wB97M-V/def2-TZVPD, OMol25).

Geometry as XYZ:
```
48
Properties=species:S:1:pos:R:3:nbo_charge:R:1
C 2.55 1.79 0.33 0.24
C -3.84 -0.24 1.80 -0.10
N 0.30 2.46 -0.26 -0.63
C -4.31 0.23 3.05 -0.06
C -1.59 0.71 2.35 0.39
H 0.75 5.42 0.44 0.24
H 2.27 6.06 -0.21 0.26
C -3.47 0.90 3.90 -0.20
C 1.04 -6.89 -1.09 0.03
O 2.03 -8.44 -2.48 -0.38
O 0.56 -1.97 -0.67 -0.71
H -4.60 -1.82 -1.10 0.23
C 0.04 -5.37 0.44 -0.17
H 1.12 5.24 -1.28 0.23
H -0.22 2.50 0.61 0.41
H 1.75 -3.71 -1.96 0.23
C -4.61 -0.91 0.83 -0.11
O -0.14 -2.70 1.32 -0.67
C 0.27 -6.68 0.04 -0.19
C 0.30 -2.91 0.19 0.75
N -1.93 -0.42 0.32 -0.43
O 0.79 -9.17 -0.88 -0.38
N 3.67 2.51 0.50 -0.36
N 1.63 2.74 -0.01 -0.22
O -0.36 0.95 1.99 -0.75
C 1.59 -5.85 -1.82 -0.21
N 3.50 3.84 0.30 -0.25
C 0.57 -4.31 -0.28 -0.14
H -2.16 -1.37 -1.47 0.22
C 1.35 -4.55 -1.41 -0.13
Cl -1.13 2.02 4.66 0.02
H -3.84 1.25 4.85 0.24
C 2.25 3.97 0.01 0.36
Cl -5.96 -0.04 3.50 0.00
H 4.56 2.14 0.78 0.43
S 2.43 0.12 0.52 -0.07
H -0.08 3.06 -0.98 0.37
C -2.48 0.00 1.49 0.10
H -5.65 -1.11 1.03 0.24
N 1.29 -8.27 -1.53 0.53
H 2.20 -6.07 -2.69 0.25
Pd 0.13 -0.31 0.45 0.91
H -0.54 -5.15 1.32 0.25
C 1.55 5.24 -0.28 -0.66
C -2.13 1.14 3.56 -0.14
H -0.14 -7.52 0.57 0.25
C -2.67 -1.05 -0.57 0.08
C -4.03 -1.30 -0.35 -0.26
```

Summary:
LUMO level in eV: -0.434
Frontier orbital gap in eV: 7.434
Charge: 0
Relative energy (zero: lowest compared OMol25 entry of this formula, charge and spin) in kJ/mol: 76.3


Number 1: HOMO energy -4.79 eV. Number 2: HOMO energy -4.96 eV. Number 3: HOMO energy -7.87 eV.